[1]
DFT (wB97M-V/def2-TZVPD) results for a molecular structure, C21H40GeNO5Ti.

Last column: Löwdin spin population.
Geometry (Å):
1 Ti 0.07 -0.53 0.07  0.72
2 C 0.58 3.37 -2.63  0.00
3 C -0.24 2.14 -2.30  0.00
4 C -0.27 1.21 -3.50  0.00
5 C -1.66 2.51 -1.89  0.00
6 O 0.43 1.42 -1.22  0.01
7 Ge 0.55 2.26 0.47  0.00
8 O -0.90 1.08 1.00  0.01
9 C -1.53 1.23 2.31  0.00
10 C -2.75 0.32 2.28  0.00
11 C -0.55 0.78 3.38  0.00
12 C -1.95 2.68 2.50  0.00
13 O 1.61 0.70 0.85  0.00
14 C 3.05 0.76 0.97  0.00
15 C 3.38 1.64 2.17  0.00
16 C 3.64 1.34 -0.31  0.00
17 C 3.54 -0.66 1.20  0.00
18 H 0.14 3.93 -3.45  0.00
19 H 0.65 4.05 -1.77  0.00
20 H 1.59 3.08 -2.91  0.00
21 H -0.66 1.73 -4.38  0.00
22 H 0.74 0.87 -3.74  0.00
23 H -0.91 0.34 -3.32  0.00
24 H -2.18 2.97 -2.73  0.00
25 H -2.22 1.63 -1.58  0.00
26 H -1.67 3.23 -1.06  0.00
27 H -2.45 -0.70 2.08  0.00
28 H -3.27 0.35 3.24  0.00
29 H -3.45 0.64 1.50  0.00
30 H -0.25 -0.26 3.24  0.00
31 H 0.36 1.40 3.36  0.00
32 H -1.01 0.90 4.37  0.00
33 H -2.53 3.03 1.65  0.00
34 H -2.57 2.75 3.40  0.00
35 H -1.09 3.34 2.64  0.00
36 H 3.02 2.66 2.04  0.00
37 H 2.92 1.22 3.07  0.00
38 H 4.46 1.69 2.33  0.00
39 H 3.25 2.34 -0.52  0.00
40 H 4.73 1.42 -0.23  0.00
41 H 3.40 0.69 -1.16  0.00
42 H 3.08 -1.08 2.09  0.00
43 H 3.27 -1.29 0.35  0.00
44 H 4.62 -0.66 1.31  0.00
45 O 1.43 -1.13 -1.49  0.01
46 C 0.81 -2.15 -2.30  0.02
47 C -0.70 -2.03 -2.29  0.12
48 C -1.48 -2.71 -3.18  0.03
49 C -2.89 -2.59 -3.14  0.26
50 C -3.41 -1.73 -2.17  0.03
51 C -2.60 -1.07 -1.30  0.16
52 N -1.22 -1.21 -1.30  0.15
53 H 1.19 -0.23 -1.81  0.00
54 H 1.14 -3.09 -1.87  0.00
55 H 1.18 -2.06 -3.32  0.00
56 H -1.00 -3.33 -3.93  0.00
57 H -3.51 -3.12 -3.84  0.02
58 H -4.48 -1.57 -2.09  0.00
59 H -2.99 -0.42 -0.53  0.01
60 C 1.01 -3.64 2.78  0.00
61 O 0.98 -2.47 2.00  -0.11
62 C -0.10 -2.19 1.15  -0.33
63 C -1.15 -3.27 1.13  -0.06
64 H 0.22 -3.66 3.54  0.00
65 H 1.98 -3.65 3.29  0.00
66 H 0.94 -4.55 2.18  0.00
67 H -1.58 -3.46 2.12  -0.01
68 H -0.78 -4.23 0.76  -0.01
69 H -1.97 -2.97 0.47  0.00

Summary:
E_LUMO (spin up / spin down) ... 0.64 / 0.63 eV
E_HOMO (spin up / spin down) ... -0.17922 / -0.21391 hartree
Kohn-Sham gap (spin up / spin down) ... 0.2026 / 0.2372 Eh
Multiplicity ... 2
Energy above the lowest of the compared OMol25 structures with the same formula, charge and spin ... 45.8 kJ/mol
Charge ... 0

---

[2]
DFT (wB97M-V/def2-TZVPD) results for 5 unconnected molecules or ions with the total composition C21H40IO8P at a distorted geometry.

Last column: Löwdin charge in e.
Geometry (Å):
1 C 4.61 -1.11 -1.53  0.09
2 C 3.49 -0.54 -0.86  -0.13
3 O 2.27 0.24 -0.45  -0.24
4 P 2.07 1.58 -1.55  0.75
5 O 2.92 1.32 -2.87  -0.36
6 O 2.75 3.01 -0.74  -0.18
7 O 0.42 1.95 -1.97  -0.32
8 C -0.24 0.82 -2.65  -0.72
9 I -0.05 1.00 -4.87  0.76
10 C -1.85 0.83 -2.20  -0.26
11 C -2.32 -0.56 -1.47  -0.12
12 H 5.48 -1.35 -2.31  0.09
13 H 1.93 3.53 -0.46  0.09
14 H 0.17 -0.23 -2.31  0.11
15 H -1.97 1.77 -1.49  0.12
16 H -2.50 1.05 -3.15  0.08
17 H -3.27 -0.32 -0.83  0.07
18 H -2.53 -1.35 -2.34  0.10
19 H -1.47 -1.04 -0.78  0.10
20 C 5.42 5.90 0.74  -0.18
21 C 4.49 4.94 1.43  -0.19
22 C 4.61 5.37 2.88  -0.20
23 O 4.90 6.78 2.87  -0.14
24 C 5.22 7.17 1.53  -0.21
25 H 5.21 6.02 -0.33  0.12
26 H 6.46 5.55 0.84  0.12
27 H 3.46 5.11 1.08  0.11
28 H 4.74 3.89 1.27  0.11
29 H 5.45 4.86 3.37  0.10
30 H 3.70 5.18 3.45  0.12
31 H 4.38 7.75 1.14  0.12
32 H 6.11 7.80 1.54  0.12
33 C -7.07 -2.27 -0.71  -0.18
34 C -6.70 -2.91 0.61  -0.17
35 C -5.23 -3.21 0.42  -0.20
36 O -4.72 -2.20 -0.47  -0.17
37 C -5.82 -1.49 -1.04  -0.21
38 H -7.97 -1.65 -0.66  0.12
39 H -7.23 -3.05 -1.46  0.10
40 H -6.84 -2.19 1.42  0.12
41 H -7.29 -3.80 0.85  0.12
42 H -5.08 -4.18 -0.06  0.11
43 H -4.68 -3.19 1.36  0.12
44 H -5.85 -0.49 -0.58  0.11
45 H -5.67 -1.38 -2.11  0.12
46 C -5.58 -5.58 -4.82  -0.18
47 C -6.51 -6.54 -4.12  -0.18
48 C -6.39 -6.11 -2.68  -0.20
49 O -6.10 -4.71 -2.68  -0.17
50 C -5.78 -4.31 -4.02  -0.20
51 H -5.79 -5.46 -5.88  0.12
52 H -4.54 -5.93 -4.71  0.12
53 H -7.54 -6.38 -4.47  0.12
54 H -6.26 -7.59 -4.28  0.12
55 H -5.55 -6.62 -2.18  0.12
56 H -7.30 -6.30 -2.10  0.12
57 H -6.62 -3.73 -4.41  0.12
58 H -4.89 -3.68 -4.01  0.12
59 C 7.05 2.24 4.70  -0.19
60 C 5.78 1.52 4.33  -0.19
61 C 5.97 0.18 4.99  -0.21
62 O 6.77 0.40 6.16  -0.14
63 C 7.31 1.73 6.10  -0.21
64 H 6.97 3.33 4.65  0.10
65 H 7.87 1.92 4.04  0.12
66 H 4.92 2.04 4.77  0.12
67 H 5.62 1.45 3.25  0.11
68 H 6.51 -0.52 4.34  0.12
69 H 5.02 -0.29 5.28  0.12
70 H 6.78 2.33 6.85  0.12
71 H 8.37 1.71 6.36  0.12

Summary:
E_LUMO ... -0.98 eV
E_HOMO ... -0.34526 hartree
Kohn-Sham gap ... 0.3093 Eh
Charge ... 0

---

[3]
DFT (wB97M-V/def2-TZVPD) results for a molecular structure, C21H40P2Re at a distorted geometry.

Last column: Löwdin spin population.
Geometry (Å):
1 P 1.85 -0.89 -3.09  0.00
2 P -1.55 -1.36 -1.98  -0.02
3 C 0.61 -2.03 -3.77  0.00
4 C -0.85 -1.55 -3.72  -0.01
5 H 0.74 -3.00 -3.26  0.00
6 H 0.89 -2.18 -4.82  0.00
7 H -0.99 -0.60 -4.26  0.00
8 H -1.49 -2.29 -4.20  0.00
9 C -2.10 -3.16 -1.90  0.00
10 H -2.67 -3.33 -0.99  0.00
11 H -1.26 -3.86 -1.95  0.00
12 H -2.75 -3.35 -2.76  0.00
13 C -3.19 -0.76 -2.55  0.00
14 H -3.66 -1.53 -3.17  0.00
15 H -3.11 0.16 -3.14  0.00
16 H -3.82 -0.58 -1.68  0.00
17 C 3.41 -1.78 -3.41  0.00
18 H 4.23 -1.24 -2.94  0.00
19 H 3.59 -1.83 -4.49  0.00
20 H 3.35 -2.78 -3.00  0.00
21 C 1.96 0.57 -4.17  0.00
22 H 0.99 1.05 -4.36  0.00
23 H 2.38 0.25 -5.14  0.00
24 H 2.64 1.31 -3.72  0.00
25 Re 0.62 1.04 0.90  2.47
26 C -1.86 0.03 0.09  0.01
27 C -0.98 -0.91 0.73  -0.02
28 C 0.05 -1.96 0.22  0.01
29 C 1.52 -1.68 -0.27  0.03
30 C 1.92 -0.65 -1.41  0.01
31 C 1.23 0.76 -1.22  0.02
32 C -0.16 1.13 -1.79  0.01
33 C -1.37 1.24 -0.84  0.03
34 C 2.31 1.98 1.39  0.05
35 H -2.57 0.46 0.82  0.00
36 H -1.23 -1.15 1.76  0.00
37 H -0.40 -2.71 -0.45  0.00
38 H 0.25 -2.59 1.12  0.00
39 H 2.11 -1.39 0.61  0.01
40 H 1.93 -2.65 -0.59  0.00
41 H 3.00 -0.49 -1.22  0.00
42 H 1.97 1.54 -1.44  0.01
43 H -0.41 0.52 -2.68  0.00
44 H 0.00 2.11 -2.28  0.00
45 H -1.32 2.22 -0.32  0.02
46 H -2.23 1.37 -1.50  0.00
47 H 1.97 3.00 1.70  0.03
48 H 3.02 2.07 0.55  0.01
49 H 2.80 1.50 2.26  0.01
50 C -0.65 3.45 5.35  0.01
51 C -0.72 1.92 5.30  0.03
52 C 0.29 1.34 6.28  0.01
53 C -2.13 1.46 5.69  0.01
54 C -0.42 1.46 3.94  0.23
55 C -0.05 1.25 2.76  0.01
56 H -0.88 3.84 6.35  0.00
57 H -1.36 3.89 4.64  0.00
58 H 0.36 3.79 5.07  0.00
59 H 0.10 1.67 7.31  0.00
60 H 0.25 0.24 6.26  0.00
61 H 1.31 1.64 6.01  0.00
62 H -2.87 1.86 4.98  0.00
63 H -2.19 0.37 5.66  0.00
64 H -2.40 1.80 6.70  0.00

Summary:
E_LUMO (spin up / spin down) ... -9.05 / -8.02 eV
E_HOMO (spin up / spin down) ... -0.50953 / -0.52290 hartree
Kohn-Sham gap (spin up / spin down) ... 0.1771 / 0.2281 Eh
Multiplicity ... 4
Energy above the lowest of the compared OMol25 structures with the same formula, charge and spin ... 131.5 kJ/mol
Charge ... +2

---

[4]
DFT (wB97M-V/def2-TZVPD) results for a molecular structure, C21H41As3N3O5S2Ti at a distorted geometry.

Last column: Löwdin charge in e.
Geometry (Å):
1 Ti -0.95 -0.02 -0.51  0.84
2 O 1.76 1.03 2.25  0.07
3 C 1.19 0.02 1.58  -0.73
4 O 0.67 0.32 0.37  -0.29
5 C 0.32 -0.82 2.53  -0.11
6 O -0.66 -1.56 1.81  -0.12
7 C -2.02 -1.37 2.26  0.00
8 C -2.35 -0.27 1.29  -0.52
9 O -1.77 0.83 1.38  -0.01
10 O -2.69 -0.62 0.08  -0.08
11 H 2.17 1.67 1.65  0.15
12 H 0.94 -1.52 3.08  0.12
13 H -0.14 -0.12 3.23  0.16
14 H -2.07 -1.07 3.30  0.16
15 H -2.57 -2.29 2.08  0.16
16 C -3.70 2.46 -0.50  -0.21
17 As -1.88 2.34 -1.14  1.16
18 C -0.92 3.69 -0.14  -0.21
19 C -1.91 2.96 -2.98  -0.29
20 C -2.11 1.87 -4.05  -0.67
21 C -3.13 0.84 -3.58  -0.07
22 C -0.78 1.19 -4.36  -0.29
23 As 0.23 0.48 -2.85  1.15
24 C 1.14 -1.06 -3.59  -0.24
25 C 1.66 1.75 -2.55  -0.23
26 C -2.66 2.51 -5.35  -0.36
27 As -1.79 3.99 -6.41  1.17
28 C -0.69 2.87 -7.59  -0.34
29 C -0.31 4.69 -5.31  -0.35
30 H -4.29 1.62 -0.87  0.04
31 H -4.13 3.39 -0.88  0.06
32 H -3.71 2.48 0.58  0.05
33 H -1.40 4.65 -0.33  0.06
34 H 0.12 3.74 -0.48  0.03
35 H -0.96 3.47 0.92  0.05
36 H -0.99 3.52 -3.16  0.05
37 H -2.73 3.69 -3.02  0.11
38 H -2.78 0.26 -2.71  0.03
39 H -3.34 0.11 -4.37  0.11
40 H -4.08 1.30 -3.30  0.10
41 H -0.10 1.88 -4.84  0.06
42 H -0.93 0.35 -5.04  0.11
43 H 0.42 -1.84 -3.82  0.04
44 H 1.89 -1.43 -2.90  0.04
45 H 1.63 -0.74 -4.51  0.06
46 H 2.19 1.89 -3.49  0.06
47 H 2.35 1.38 -1.79  0.03
48 H 1.26 2.72 -2.24  0.02
49 H -3.67 2.86 -5.14  0.07
50 H -2.77 1.71 -6.09  0.08
51 H -1.35 2.29 -8.24  0.03
52 H -0.01 2.20 -7.07  0.01
53 H -0.11 3.53 -8.23  0.03
54 H -0.69 5.33 -4.51  0.02
55 H 0.25 5.34 -5.99  0.03
56 H 0.39 3.96 -4.91  0.00
57 S 2.66 -1.19 0.86  1.02
58 C 3.84 -1.49 2.09  -0.88
59 N 4.97 -2.09 1.82  -0.02
60 C 5.83 -2.44 2.96  -0.15
61 C 5.42 -1.49 4.08  -0.34
62 S 3.69 -1.02 3.74  1.07
63 H 5.17 -2.42 0.89  0.16
64 H 6.87 -2.30 2.68  0.14
65 H 5.65 -3.48 3.23  0.14
66 H 6.02 -0.58 4.10  0.10
67 H 5.46 -1.96 5.06  0.10
68 N 0.16 -2.95 -1.01  0.03
69 C -0.19 -4.14 -1.51  -0.02
70 C -1.41 -3.99 -2.14  0.01
71 C -1.73 -2.65 -1.97  -0.10
72 N -0.76 -2.01 -1.30  -0.12
73 H 0.99 -2.71 -0.49  0.10
74 H 0.44 -5.01 -1.37  0.15
75 H -1.98 -4.75 -2.64  0.13
76 H -2.61 -2.11 -2.29  0.12

Summary:
E_LUMO ... -9.24 eV
E_HOMO ... -0.54060 hartree
Kohn-Sham gap ... 0.2009 Eh
Energy above the lowest of the compared OMol25 structures with the same formula, charge and spin ... 83.9 kJ/mol
Charge ... +3

---

[5]
DFT (wB97M-V/def2-TZVPD) results for a molecular structure, C21H41AsO2PtSi2 at a distorted geometry.

Last column: Löwdin spin population.
Geometry (Å):
1 Pt 5.73 1.64 15.42  0.10
2 C 5.17 -0.40 19.25  0.04
3 C 5.76 0.45 18.19  0.29
4 O 5.06 0.81 17.14  0.25
5 C 7.10 0.85 18.43  0.22
6 C 7.72 0.51 19.70  0.12
7 C 9.07 0.53 19.89  0.19
8 C 9.84 1.07 18.85  0.14
9 C 9.30 1.53 17.68  0.12
10 C 7.95 1.21 17.32  0.17
11 O 7.59 1.06 16.07  0.31
12 H 4.34 -1.06 18.90  0.00
13 H 4.89 0.21 20.13  0.01
14 H 5.87 -1.22 19.55  0.01
15 H 7.13 0.15 20.50  0.01
16 H 9.54 0.17 20.82  0.01
17 H 10.91 1.06 18.95  0.01
18 H 9.92 1.97 16.89  0.00
19 C 8.13 -0.17 12.43  0.00
20 C 8.25 1.33 12.56  0.00
21 As 6.64 2.33 13.33  0.00
22 C 5.36 2.70 11.86  0.00
23 C 5.55 3.86 10.89  0.00
24 C 7.66 4.04 13.46  0.00
25 C 8.37 4.31 14.75  0.00
26 H 9.04 -0.60 11.95  0.00
27 H 7.29 -0.49 11.81  0.00
28 H 7.93 -0.64 13.39  0.00
29 H 8.43 1.82 11.59  0.00
30 H 9.08 1.57 13.23  0.00
31 H 4.43 2.82 12.34  0.00
32 H 5.30 1.76 11.25  0.00
33 H 5.48 4.87 11.32  0.00
34 H 4.89 3.86 10.02  0.00
35 H 6.60 3.85 10.47  0.00
36 H 6.88 4.77 13.20  0.00
37 H 8.41 4.08 12.65  0.00
38 H 7.75 4.62 15.61  0.00
39 H 9.09 5.10 14.56  0.00
40 H 8.89 3.39 15.05  0.00
41 C 2.12 3.63 16.49  0.00
42 Si 3.17 3.67 14.88  0.00
43 C 4.53 4.97 15.23  0.00
44 C 2.22 4.40 13.37  0.00
45 C 3.75 1.85 14.75  0.01
46 Si 3.12 0.55 13.48  0.00
47 C 2.44 1.10 11.77  0.00
48 C 1.70 -0.26 14.52  0.00
49 C 4.43 -0.69 13.16  0.00
50 H 1.66 4.62 16.67  0.00
51 H 2.80 3.29 17.31  0.00
52 H 1.33 2.82 16.53  0.00
53 H 4.07 6.00 15.24  0.00
54 H 5.25 5.01 14.35  0.00
55 H 5.03 4.74 16.19  0.00
56 H 1.99 5.49 13.48  0.00
57 H 1.28 3.83 13.23  0.00
58 H 2.78 4.27 12.45  0.00
59 H 3.38 1.39 15.69  0.00
60 H 1.38 0.89 11.69  0.00
61 H 2.91 0.47 10.97  0.00
62 H 2.65 2.14 11.48  0.00
63 H 1.03 0.44 15.07  0.00
64 H 2.17 -0.90 15.29  0.00
65 H 1.04 -0.98 13.94  0.00
66 H 5.30 -0.20 12.62  0.00
67 H 4.16 -1.56 12.60  0.00
68 H 4.81 -1.20 14.10  0.00

Summary:
E_LUMO (spin up / spin down) ... 0.60 / -2.68 eV
E_HOMO (spin up / spin down) ... -0.19893 / -0.29661 hartree
Kohn-Sham gap (spin up / spin down) ... 0.2208 / 0.1981 Eh
Multiplicity ... 3
Charge ... 0

---

[6]
DFT (wB97M-V/def2-TZVPD) results for a molecular structure, C21H41Li6O16P2 at a distorted geometry.

Last column: Löwdin charge in e.
Geometry (Å):
1 Li 3.35 -0.82 1.34  0.73
2 Li -1.02 -1.65 -1.44  0.60
3 Li 0.90 1.03 -0.99  0.59
4 Li 1.67 -1.46 -1.63  0.64
5 Li -1.67 1.15 -0.27  0.61
6 Li 1.49 -2.96 1.21  0.71
7 P 0.96 -0.65 0.60  -0.06
8 O 0.50 -2.00 -0.07  -0.53
9 O 1.53 -1.17 1.95  -0.50
10 O -0.08 0.49 0.58  -0.43
11 O 2.21 -0.20 -0.18  -0.50
12 P -0.93 0.50 -2.68  -0.14
13 O -1.58 0.75 -4.03  -0.40
14 O -2.04 -0.07 -1.73  -0.55
15 O -0.63 1.79 -1.87  -0.53
16 O 0.27 -0.44 -2.48  -0.54
17 O 5.09 -3.69 -0.61  0.09
18 C 3.84 -3.24 -0.30  -0.81
19 O 3.06 -2.93 -1.23  -0.07
20 O 3.51 -3.10 0.90  -0.11
21 H 5.04 -3.85 -1.57  0.11
22 C 1.08 2.60 4.45  -0.15
23 C 1.49 3.96 3.87  -0.15
24 C 2.67 3.62 2.95  -0.22
25 O 2.96 2.24 3.05  -0.15
26 C 1.74 1.58 3.54  -0.17
27 H 0.00 2.43 4.34  0.09
28 H 1.41 2.49 5.48  0.11
29 H 1.74 4.64 4.69  0.10
30 H 0.64 4.36 3.31  0.09
31 H 3.55 4.21 3.19  0.11
32 H 2.34 3.82 1.92  0.12
33 H 2.03 0.62 3.96  0.11
34 H 1.17 1.37 2.64  0.09
35 C -4.85 -1.82 1.15  -0.16
36 C -4.04 -1.52 2.41  -0.15
37 C -2.73 -1.09 1.73  -0.21
38 O -2.58 -2.07 0.71  -0.16
39 C -3.84 -2.53 0.23  -0.18
40 H -5.17 -0.88 0.70  0.11
41 H -5.73 -2.46 1.26  0.11
42 H -3.88 -2.35 3.10  0.11
43 H -4.47 -0.66 2.92  0.10
44 H -1.84 -1.19 2.35  0.13
45 H -2.73 -0.05 1.40  0.09
46 H -3.76 -3.62 0.30  0.12
47 H -4.09 -2.19 -0.78  0.12
48 C 4.94 2.03 -2.35  -0.16
49 C 4.28 1.63 -3.63  -0.18
50 C 2.84 2.16 -3.57  -0.15
51 O 2.59 2.19 -2.16  -0.19
52 C 3.77 2.47 -1.43  -0.19
53 H 5.64 2.83 -2.59  0.10
54 H 5.52 1.23 -1.89  0.10
55 H 4.24 0.55 -3.74  0.11
56 H 4.78 2.05 -4.50  0.11
57 H 2.10 1.48 -3.99  0.12
58 H 2.72 3.16 -3.98  0.12
59 H 3.70 1.87 -0.52  0.10
60 H 3.85 3.53 -1.16  0.11
61 C -2.53 3.33 3.28  -0.16
62 C -3.84 3.64 2.62  -0.17
63 C -3.95 2.58 1.54  -0.19
64 O -2.62 2.28 1.14  -0.18
65 C -1.79 2.41 2.30  -0.20
66 H -2.63 2.78 4.22  0.11
67 H -1.96 4.20 3.63  0.11
68 H -3.91 4.62 2.13  0.12
69 H -4.73 3.63 3.26  0.11
70 H -4.55 2.86 0.68  0.13
71 H -4.45 1.71 2.00  0.11
72 H -0.86 2.89 1.96  0.12
73 H -1.43 1.47 2.73  0.11
74 C -1.25 -4.99 -4.45  -0.15
75 C -0.27 -5.45 -3.36  -0.15
76 C -0.14 -4.28 -2.40  -0.20
77 O -1.25 -3.46 -2.69  -0.18
78 C -1.52 -3.51 -4.08  -0.17
79 H -2.22 -5.48 -4.42  0.10
80 H -0.84 -5.04 -5.46  0.10
81 H 0.65 -5.79 -3.85  0.11
82 H -0.75 -6.31 -2.90  0.10
83 H 0.80 -3.71 -2.46  0.11
84 H -0.13 -4.61 -1.36  0.12
85 H -0.84 -2.87 -4.67  0.13
86 H -2.49 -3.04 -4.22  0.13

Summary:
E_LUMO ... 1.93 eV
E_HOMO ... -0.13122 hartree
Kohn-Sham gap ... 0.2020 Eh
Energy above the lowest of the compared OMol25 structures with the same formula, charge and spin ... 8.3 kJ/mol
Charge ... -1